{"formula": "C16H24F2NO11PS", "method": "wB97M-V/def2-TZVPD", "lumo_energy_ha": -0.0521, "smiles": "C=CC(=O)OCCCCCC[C@]1(F)OS(=O)(=O)O[C@]1(CC(=O)O)[PH2]=N.O=C1OC[C@@H](F)O1", "elements": ["C", "C", "C", "O", "O", "C", "C", "C", "C", "C", "C", "C", "F", "O", "S", "O", "O", "O", "C", "C", "C", "O", "O", "P", "N", "H", "H", "H", "H", "H", "H", "H", "H", "H", "H", "H", "H", "H", "H", "H", "H", "H", "H", "H", "H", "H", "C", "C", "O", "C", "O", "O", "F", "H", "H", "H"], "coordinates": [[1.029, -0.579, 3.777], [1.188, 0.926, 3.766], [0.230, 1.921, 2.827], [0.201, 3.213, 3.224], [-0.461, 1.388, 1.643], [-1.878, 1.085, 1.911], [-2.172, -0.380, 1.159], [-2.652, -0.143, -0.400], [-1.456, 0.318, -1.422], [-0.026, -0.463, -1.215], [1.166, 0.205, -2.156], [2.331, 0.982, -1.305], [2.148, 1.157, 0.181], [2.425, 2.421, -1.721], [3.815, 2.924, -0.812], [4.807, 3.881, -1.575], [3.530, 3.802, 0.469], [4.593, 1.401, -0.500], [3.904, 0.423, -1.406], [3.975, -1.172, -1.053], [4.515, -1.549, 0.442], [5.057, -2.790, 0.593], [4.439, -0.727, 1.657], [4.740, 0.918, -3.095], [4.624, -0.233, -4.227], [0.421, -1.075, 4.651], [1.455, -1.271, 2.923], [2.078, 1.342, 4.442], [-2.525, 1.878, 1.304], [-2.171, 1.052, 3.044], [-3.102, -0.867, 1.727], [-1.289, -1.138, 1.285], [-3.422, 0.769, -0.362], [-3.302, -1.061, -0.798], [-1.281, 1.495, -1.452], [-1.836, 0.044, -2.520], [-0.190, -1.566, -1.641], [0.308, -0.600, -0.101], [0.593, 0.894, -2.939], [1.652, -0.663, -2.774], [4.746, -1.654, -1.826], [2.949, -1.746, -1.262], [5.352, -0.273, 1.714], [6.135, 1.181, -2.784], [4.163, 2.126, -3.647], [4.077, -1.031, -3.836], [-6.230, -1.981, -0.483], [-7.404, -1.889, 0.431], [-6.822, -1.649, 1.692], [-5.662, -0.984, 1.426], [-5.020, -0.367, 2.260], [-5.310, -1.085, 0.108], [-8.066, -3.067, 0.485], [-5.793, -2.985, -0.511], [-6.473, -1.676, -1.505], [-8.101, -1.080, 0.187]]}

---

{"formula": "C16H24F6NO7PS3Ti", "method": "wB97M-V/def2-TZVPD", "lumo_energy_ha": [0.0187, 0.0260], "multiplicity": 2, "relative_energy_ev": 3.3640, "charge": -1, "elements": ["Ti", "C", "C", "C", "C", "C", "C", "C", "C", "C", "C", "H", "H", "H", "H", "H", "H", "H", "H", "H", "H", "H", "H", "H", "H", "H", "F", "C", "F", "F", "S", "O", "O", "N", "S", "O", "O", "C", "F", "F", "F", "S", "C", "C", "O", "P", "O", "C", "O", "C", "H", "H", "H", "H", "H", "H", "H", "H", "H"], "coordinates": [[-0.781, 0.364, 0.446], [-1.897, 2.384, -0.753], [-1.703, 2.437, 0.668], [-2.634, 1.505, 1.261], [-3.400, 0.947, 0.222], [-2.919, 1.476, -1.014], [-3.439, 1.060, -2.346], [-4.577, 0.036, 0.318], [-2.843, 1.375, 2.745], [-1.069, 3.580, 1.412], [-1.152, 3.214, -1.755], [-3.082, 0.051, -2.583], [-3.114, 1.736, -3.136], [-4.530, 1.024, -2.345], [-4.409, -0.873, -0.258], [-5.459, 0.541, -0.087], [-4.778, -0.256, 1.345], [-3.267, 0.405, 2.993], [-3.519, 2.152, 3.114], [-1.897, 1.471, 3.281], [-0.766, 3.288, 2.417], [-1.783, 4.405, 1.503], [-0.186, 3.950, 0.893], [-0.266, 2.686, -2.114], [-0.823, 4.153, -1.308], [-1.779, 3.449, -2.614], [0.024, -3.659, 1.669], [-1.227, -3.551, 2.105], [-1.891, -4.659, 1.861], [-1.171, -3.374, 3.441], [-2.041, -2.040, 1.386], [-0.864, -1.092, 1.668], [-3.137, -1.840, 2.288], [-2.415, -2.193, -0.073], [-1.220, -2.059, -1.341], [-2.038, -2.109, -2.531], [-0.890, -0.481, -1.119], [-0.336, -5.238, -1.970], [-0.832, -4.687, -0.722], [0.579, -6.190, -1.467], [0.551, -4.187, -2.367], [2.094, 2.128, 1.041], [0.789, 1.317, 1.102], [3.926, 0.609, -3.013], [2.776, 1.266, -2.475], [1.533, 0.415, -1.843], [2.483, -0.586, -0.975], [2.019, -1.704, -0.212], [1.231, -0.663, -3.028], [0.282, -0.305, -4.035], [4.305, 1.232, -3.823], [3.665, -0.376, -3.397], [4.688, 0.503, -2.242], [1.490, -2.424, -0.839], [1.375, -1.381, 0.612], [2.905, -2.177, 0.204], [0.767, 0.286, -4.816], [-0.545, 0.270, -3.610], [-0.114, -1.229, -4.448]]}

---

{"formula": "C16H24HfNO4Sb", "method": "wB97M-V/def2-TZVPD", "lumo_energy_ha": -0.3003, "relative_energy_ev": 0.4223, "charge": 2, "elements": ["Hf", "O", "C", "O", "C", "C", "C", "C", "C", "N", "C", "O", "O", "H", "H", "H", "C", "C", "C", "Sb", "C", "C", "C", "C", "C", "C", "H", "H", "H", "H", "H", "H", "H", "H", "H", "H", "H", "H", "H", "H", "H", "H", "H", "H", "H", "H", "H"], "coordinates": [[-0.176, -0.355, -0.880], [-4.069, 0.622, -0.342], [-3.011, 0.110, -0.281], [-1.829, 0.618, -0.777], [-2.771, -1.287, 0.271], [-3.686, -2.140, 0.842], [-3.255, -3.431, 1.155], [-1.958, -3.867, 0.864], [-1.095, -2.961, 0.297], [-1.517, -1.710, 0.047], [0.331, -3.176, -0.178], [0.894, -4.212, -0.173], [0.834, -1.990, -0.661], [-4.700, -1.814, 1.028], [-3.951, -4.122, 1.614], [-1.637, -4.880, 1.067], [0.890, 3.200, -4.409], [1.103, 1.779, -4.899], [2.354, 1.571, -5.736], [1.158, 0.435, -3.172], [2.963, 0.229, -1.955], [4.208, 0.810, -2.617], [2.674, 0.904, -0.606], [0.682, -1.576, -3.888], [0.955, -1.779, -5.374], [-0.794, -1.849, -3.556], [0.755, 3.839, -5.287], [1.759, 3.580, -3.870], [0.001, 3.309, -3.790], [0.210, 1.375, -5.376], [3.226, 2.034, -5.274], [2.197, 2.058, -6.702], [2.570, 0.524, -5.938], [3.051, -0.850, -1.822], [4.106, 1.880, -2.807], [4.430, 0.310, -3.559], [5.070, 0.674, -1.960], [2.515, 1.978, -0.706], [3.493, 0.747, 0.099], [1.785, 0.494, -0.060], [1.322, -2.228, -3.293], [0.408, -1.064, -5.991], [0.635, -2.780, -5.674], [2.017, -1.697, -5.602], [-1.467, -1.307, -4.220], [-1.107, -1.578, -2.520], [-1.002, -2.916, -3.654]]}

---

{"formula": "C16H24MgN8", "method": "wB97M-V/def2-TZVPD", "lumo_energy_ha": -0.0103, "relative_energy_ev": 0.2090, "elements": ["Mg", "N", "C", "C", "N", "C", "C", "N", "C", "C", "N", "H", "H", "H", "H", "H", "H", "H", "H", "H", "H", "H", "H", "H", "H", "H", "H", "H", "H", "C", "C", "C", "C", "C", "C", "C", "C", "N", "H", "H", "H", "H", "H", "H", "N", "C", "N", "C", "N"], "coordinates": [[-0.279, 0.426, 0.150], [-0.048, -0.771, -1.792], [1.414, -1.006, -1.816], [1.832, -1.701, -0.528], [1.568, -0.873, 0.678], [1.225, -1.706, 1.863], [-0.252, -1.583, 2.240], [-1.062, -1.690, 1.009], [2.691, 0.045, 0.957], [2.301, 1.095, 1.992], [1.008, 1.685, 1.619], [-0.546, -1.624, -2.015], [-0.301, -0.075, -2.485], [1.896, -0.033, -1.903], [1.741, -1.607, -2.666], [2.887, -1.993, -0.578], [1.255, -2.622, -0.435], [1.833, -1.407, 2.716], [1.479, -2.749, 1.659], [-0.441, -0.593, 2.667], [-0.499, -2.320, 3.007], [-2.038, -1.492, 1.191], [-1.002, -2.634, 0.644], [2.955, 0.545, 0.022], [3.575, -0.506, 1.297], [3.110, 1.824, 2.066], [2.199, 0.638, 2.976], [1.114, 2.326, 0.834], [0.597, 2.214, 2.377], [-2.191, 1.171, 0.964], [-2.778, 2.277, 0.176], [-3.642, 2.026, -0.905], [-4.249, 3.047, -1.614], [-3.998, 4.378, -1.288], [-3.098, 4.657, -0.262], [-2.501, 3.628, 0.445], [-4.693, 5.444, -1.976], [-5.282, 6.283, -2.499], [-2.946, 0.377, 1.041], [-1.993, 1.514, 1.989], [-3.871, 0.997, -1.160], [-4.935, 2.823, -2.421], [-2.883, 5.689, -0.016], [-1.829, 3.871, 1.261], [0.382, 1.895, -1.161], [0.234, 2.692, -2.021], [0.245, 3.460, -3.016], [-0.415, 4.549, -3.362], [-0.925, 5.508, -3.762]]}

---

{"formula": "C16H24N2O3S", "method": "wB97M-V/def2-TZVPD", "lumo_energy_ha": 0.0120, "relative_energy_ev": 16.2080, "elements": ["C", "C", "C", "C", "C", "C", "C", "H", "H", "S", "O", "O", "N", "H", "C", "H", "H", "C", "O", "N", "H", "C", "C", "C", "H", "C", "C", "H", "C", "H", "C", "H", "H", "H", "H", "H", "H", "H", "H", "H", "H", "H", "H", "H", "H", "H"], "coordinates": [[7.195, -0.800, -0.241], [5.859, -0.437, -0.154], [5.016, -1.124, 0.594], [3.587, -0.890, 0.773], [3.083, 0.116, 0.052], [3.825, 1.006, -0.512], [5.113, 0.604, -0.571], [5.835, 1.372, -1.456], [3.420, 2.016, -1.097], [1.381, 0.687, 0.367], [1.132, 2.356, 0.380], [0.679, 0.086, 1.378], [0.743, -0.017, -1.178], [0.271, 0.973, -1.552], [0.054, -1.142, -1.234], [0.459, -1.781, -0.215], [0.257, -1.736, -2.040], [-1.489, -1.055, -0.778], [-2.139, -1.053, -1.833], [-1.771, -0.646, 0.528], [-0.996, -0.513, 0.928], [-3.167, -0.223, 1.107], [-3.414, 1.236, 0.601], [-4.262, 1.317, -0.583], [-3.867, 0.698, -1.726], [-5.624, 1.177, -0.554], [-6.194, -0.451, -0.295], [-6.005, -0.704, -1.223], [-5.614, -1.005, 0.999], [-6.074, -1.911, 1.180], [-4.081, -1.268, 0.537], [-3.873, -2.309, 1.019], [-3.971, -1.575, -0.451], [-5.594, -0.461, 1.752], [-7.315, -0.292, -0.110], [-5.954, 1.995, 0.333], [-6.190, 1.544, -1.605], [-3.993, 2.277, -0.905], [-3.997, 1.628, 1.370], [-2.582, 1.803, 0.561], [-2.833, -0.402, 2.200], [2.724, -1.376, 1.644], [5.139, -2.156, 1.115], [7.707, -0.400, 0.422], [7.189, -1.803, -0.236], [7.650, -0.604, -1.335]]}

---

{"formula": "C16H24N2O4", "method": "wB97M-V/def2-TZVPD", "lumo_energy_ha": 0.0313, "relative_energy_ev": 1.4509, "smiles": "CCOCCNC(=O)c1ccccc1C(=O)NCCOCC", "elements": ["C", "C", "O", "C", "C", "N", "C", "O", "C", "C", "C", "C", "C", "C", "C", "O", "N", "H", "C", "C", "O", "C", "C", "H", "H", "H", "H", "H", "H", "H", "H", "H", "H", "H", "H", "H", "H", "H", "H", "H", "H", "H", "H", "H", "H", "H"], "coordinates": [[-1.714, 1.756, -4.426], [-0.220, 2.050, -4.296], [0.326, 1.690, -3.047], [0.498, 0.301, -2.854], [1.114, 0.095, -1.470], [0.224, 0.566, -0.436], [-0.765, -0.204, 0.060], [-0.910, -1.384, -0.205], [-1.683, 0.542, 0.985], [-3.016, 0.680, 0.620], [-3.888, 1.411, 1.407], [-3.430, 2.020, 2.564], [-2.107, 1.876, 2.942], [-1.228, 1.125, 2.169], [0.175, 0.965, 2.669], [0.799, 1.883, 3.168], [0.642, -0.302, 2.606], [0.138, -0.995, 2.075], [1.983, -0.651, 3.006], [2.888, -0.893, 1.784], [2.311, -1.725, 0.812], [2.187, -3.090, 1.161], [1.503, -3.802, 0.005], [2.122, -3.745, -0.887], [0.550, -3.319, -0.199], [1.334, -4.845, 0.256], [3.185, -3.515, 1.355], [1.586, -3.208, 2.073], [3.059, 0.056, 1.270], [3.853, -1.297, 2.125], [1.947, -1.542, 3.640], [2.379, 0.186, 3.586], [-1.734, 2.339, 3.843], [-4.104, 2.602, 3.173], [-4.922, 1.512, 1.112], [-3.359, 0.210, -0.290], [0.193, 1.562, -0.282], [2.052, 0.647, -1.398], [1.295, -0.967, -1.294], [1.161, -0.112, -3.629], [-0.464, -0.227, -2.898], [0.332, 1.550, -5.106], [-0.050, 3.128, -4.370], [-2.250, 2.195, -3.588], [-1.905, 0.686, -4.443], [-2.088, 2.188, -5.350]]}

---

{"formula": "C16H24N2O4S", "method": "wB97M-V/def2-TZVPD", "lumo_energy_ha": 0.0210, "relative_energy_ev": 0.4630, "smiles": "CCS(=O)(=O)N1CCC(C(=O)NCc2ccc(OC)cc2)CC1", "elements": ["C", "C", "H", "H", "S", "O", "O", "N", "C", "C", "H", "H", "C", "C", "O", "N", "H", "C", "C", "C", "C", "C", "C", "C", "H", "H", "O", "C", "H", "H", "H", "H", "H", "H", "H", "C", "C", "H", "H", "H", "H", "H", "H", "H", "H", "H", "H"], "coordinates": [[5.331, 0.403, -0.471], [4.065, -0.219, 0.073], [3.801, -1.134, -0.448], [4.115, -0.379, 1.146], [2.712, 0.974, -0.224], [2.537, 1.086, -1.644], [3.010, 2.157, 0.528], [1.318, 0.340, 0.386], [0.612, -0.661, -0.371], [0.796, -2.061, 0.223], [1.849, -2.348, 0.164], [0.235, -2.789, -0.366], [0.386, -2.063, 1.700], [-1.084, -1.699, 1.957], [-1.422, -1.059, 2.931], [-1.980, -2.180, 1.064], [-1.643, -2.632, 0.230], [-3.309, -1.592, 0.952], [-3.239, -0.468, -0.049], [-2.688, 0.750, 0.327], [-2.438, 1.743, -0.603], [-2.749, 1.531, -1.943], [-3.340, 0.323, -2.319], [-3.569, -0.665, -1.385], [-4.008, -1.602, -1.697], [-3.591, 0.178, -3.358], [-2.523, 2.419, -2.944], [-1.820, 3.603, -2.648], [-1.704, 4.121, -3.598], [-0.831, 3.387, -2.230], [-2.380, 4.241, -1.956], [-1.991, 2.668, -0.274], [-2.436, 0.917, 1.364], [-3.577, -1.223, 1.944], [-4.013, -2.367, 0.642], [1.273, -1.050, 2.439], [1.108, 0.338, 1.813], [1.817, 1.052, 2.232], [0.094, 0.697, 2.016], [0.970, -0.996, 3.484], [2.313, -1.376, 2.390], [0.545, -3.062, 2.124], [0.992, -0.603, -1.391], [-0.453, -0.398, -0.383], [5.207, 0.602, -1.533], [5.513, 1.348, 0.035], [6.188, -0.252, -0.327]]}

---

{"formula": "C16H25B2F4HgN7O7", "method": "wB97M-V/def2-TZVPD", "lumo_energy_ha": [-0.1159, -0.2116], "multiplicity": 2, "relative_energy_ev": 0.0000, "charge": 1, "elements": ["Hg", "C", "C", "N", "O", "B", "F", "F", "O", "N", "C", "C", "C", "N", "O", "B", "F", "F", "O", "N", "C", "C", "C", "H", "H", "H", "H", "H", "H", "H", "H", "H", "H", "H", "H", "O", "C", "C", "C", "C", "C", "C", "N", "H", "H", "H", "H", "H", "H", "H", "C", "O", "C", "O", "N", "N", "H", "H", "H", "H", "H", "H"], "coordinates": [[0.656, -0.328, -0.343], [-4.030, 1.941, 0.118], [-2.711, 1.327, 0.444], [-2.257, 0.320, -0.205], [-2.752, -0.209, -1.251], [-3.048, -1.720, -1.077], [-3.707, -2.096, -2.201], [-3.710, -1.869, 0.122], [-1.717, -2.420, -1.076], [-0.869, -2.082, -0.049], [-0.977, -2.673, 1.081], [-1.878, -3.833, 1.336], [-0.126, -2.140, 2.186], [0.522, -1.074, 1.912], [1.152, -0.471, 2.906], [1.390, 0.995, 2.631], [2.108, 1.498, 3.665], [2.009, 1.158, 1.374], [0.054, 1.724, 2.591], [-0.694, 1.363, 1.570], [-1.877, 1.850, 1.549], [-2.435, 2.821, 2.551], [-0.136, -2.751, 3.554], [-4.570, 1.348, -0.613], [-3.850, 2.941, -0.282], [-4.632, 2.047, 1.019], [-2.520, -4.019, 0.485], [-2.495, -3.655, 2.217], [-1.272, -4.722, 1.528], [-1.692, 3.010, 3.318], [-3.335, 2.426, 3.026], [-2.698, 3.767, 2.072], [-0.301, -3.826, 3.515], [-0.929, -2.304, 4.161], [0.805, -2.536, 4.052], [-0.033, -1.031, -2.712], [-0.451, 0.077, -3.490], [0.152, 1.370, -2.986], [0.192, 2.469, -3.830], [0.678, 3.675, -3.358], [1.137, 3.750, -2.049], [1.081, 2.618, -1.268], [0.587, 1.456, -1.726], [-0.799, -1.584, -2.504], [-1.537, 0.178, -3.456], [-0.161, -0.060, -4.532], [-0.159, 2.371, -4.850], [0.705, 4.545, -4.002], [1.546, 4.666, -1.644], [1.448, 2.615, -0.249], [5.394, 0.690, -0.203], [5.068, -0.720, -0.258], [3.808, -1.008, -0.514], [2.959, -0.172, -0.814], [3.572, -2.333, -0.421], [2.286, -2.795, -0.657], [6.420, 0.731, 0.140], [4.731, 1.196, 0.494], [5.302, 1.132, -1.192], [4.338, -2.961, -0.254], [2.046, -3.490, 0.032], [2.212, -3.192, -1.584]]}